[1]
Density functional theory data (wB97M-V/def2-TZVPD) for a single C2H6I2NP molecule.

The value obtained for the LUMO energy is -0.0129 Ha. For the HOMO energy, the calculation gives -8.6 eV. As for the frontier orbital gap: 8.28 eV.

```
! wB97M-V def2-TZVPD RIJCOSX def2/J DEFGRID3
* xyz 0 1
C -1.42 -0.44 0.59
C -0.58 -0.34 -0.65
N 0.31 0.77 -0.66
P 1.77 0.63 0.71
I 2.51 -1.56 -0.07
I 3.55 2.09 -0.09
H -2.07 -1.29 0.55
H -0.58 -0.71 1.38
H -2.01 0.47 0.77
H -0.06 -1.27 -0.72
H -1.23 0.01 -1.46
H -0.19 1.63 -0.35
*
```

[2]
Density functional theory data (wB97M-V/def2-TZVPD) for a single C2H6IN molecule.

The value obtained for the LUMO energy is -0.0269 Ha. For the HOMO energy, the calculation gives -8.6 eV. As for the frontier orbital gap: 7.91 eV.

```
! wB97M-V def2-TZVPD RIJCOSX def2/J DEFGRID3
* xyz 0 1
C 0.02 1.23 -0.11
C 0.21 -1.19 -0.16
N 0.79 0.06 -0.49
I 2.97 0.15 -0.01
H -0.04 1.97 -1.01
H -0.93 0.96 0.24
H 0.42 1.92 0.70
H 0.88 -2.10 -0.46
H -0.25 -1.50 0.85
H -0.63 -1.43 -0.80
*
```

[3]
Density functional theory data (wB97M-V/def2-TZVPD) for 2 unconnected molecules or ions with the total composition C2H6IN.

The value obtained for the LUMO energy (spin up / spin down) is 0.0379 / -0.1127 Ha. For the HOMO energy (spin up / spin down), the calculation gives -8.9 / -9.1 eV. As for the frontier orbital gap (spin up / spin down): 9.89 / 6.00 eV. The expectation value of S² is 2.008.

```
! wB97M-V def2-TZVPD RIJCOSX def2/J DEFGRID3
* xyz 0 3
C -0.16 -1.12 -0.03
C -0.52 1.18 0.29
N 0.19 0.08 0.62
I 3.32 0.03 -0.41
H -1.06 -1.76 0.38
H -0.37 -0.86 -1.12
H 0.64 -1.87 -0.06
H -1.47 0.73 -0.13
H -0.46 1.81 1.17
H -0.10 1.77 -0.70
*
```

[4]
Density functional theory data (wB97M-V/def2-TZVPD) for 2 unconnected molecules or ions with the total composition C2H6IN2.

The value obtained for the LUMO energy (spin up / spin down) is -0.1388 / -0.2506 Ha. For the HOMO energy (spin up / spin down), the calculation gives -12.7 / -14.3 eV. As for the frontier orbital gap (spin up / spin down): 8.95 / 7.50 eV. The expectation value of S² is 2.015.

```
! wB97M-V def2-TZVPD RIJCOSX def2/J DEFGRID3
* xyz 1 3
C -0.67 -1.02 0.76
C -0.45 0.16 0.31
N -2.78 -0.76 1.12
N -0.84 0.65 -0.83
I -3.81 0.19 -0.10
H -0.31 -1.05 1.83
H -0.92 -1.93 0.25
H 0.01 0.89 0.95
H -0.83 1.71 -0.93
H -3.14 -0.63 2.06
H -1.29 0.09 -1.59
*
```

[5]
Density functional theory data (wB97M-V/def2-TZVPD) for a gas-phase ion, C2H6IN2O2 (charge +1).

The value obtained for the LUMO energy is -0.1817 Ha. For the HOMO energy, the calculation gives -13.6 eV. As for the frontier orbital gap: 8.69 eV.

```
! wB97M-V def2-TZVPD RIJCOSX def2/J DEFGRID3
* xyz 1 1
C -0.90 0.65 0.08
C 0.25 -0.28 -0.39
N -0.83 1.92 -0.23
N -0.01 -1.54 0.29
O -1.77 0.08 0.72
O 1.56 0.47 0.22
I 3.30 -0.45 -0.10
H 0.40 -0.35 -1.46
H -0.01 2.30 -0.68
H -1.54 2.55 0.11
H 0.67 -1.75 1.02
H -0.10 -2.35 -0.33
H -1.01 -1.24 0.75
*
```

[6]
Density functional theory data (wB97M-V/def2-TZVPD) for a molecular structure, C2H6INO2S.

The value obtained for the LUMO energy is -0.0145 Ha. For the HOMO energy, the calculation gives -9.5 eV. As for the frontier orbital gap: 9.08 eV.

```
! wB97M-V def2-TZVPD RIJCOSX def2/J DEFGRID3
* xyz 0 1
C 0.48 1.87 -0.06
C 0.43 0.50 -0.60
N -0.39 -2.21 -0.25
O -2.21 -0.48 0.14
O -0.38 -0.54 1.68
S -0.83 -0.62 0.36
I 1.32 -3.02 0.43
H 0.85 2.71 -0.82
H -0.45 2.31 0.42
H 1.16 1.89 0.83
H 1.37 0.04 -0.43
H -0.09 0.29 -1.61
H -1.25 -2.74 -0.10
*
```

[7]
Density functional theory data (wB97M-V/def2-TZVPD) for a single C2H6N10 molecule.

The value obtained for the LUMO energy is -0.0229 Ha. For the HOMO energy, the calculation gives -8.9 eV. As for the frontier orbital gap: 8.26 eV.

```
! wB97M-V def2-TZVPD RIJCOSX def2/J DEFGRID3
* xyz 0 1
N -0.75 -4.06 1.23
N -2.00 -3.97 1.39
N 1.04 3.52 -1.11
N -0.19 -2.80 1.08
N 1.19 1.21 -0.61
N 0.25 1.30 0.26
C 1.53 2.34 -1.28
C -1.15 -1.94 1.15
N 2.32 2.27 -2.37
N -2.32 -2.67 1.22
N 0.20 0.12 0.85
N -1.03 -0.56 1.12
H 0.42 3.60 -0.30
H 2.40 1.36 -2.73
H 2.20 3.03 -3.03
H -3.24 -2.27 1.37
H 0.99 -0.47 0.54
H -1.87 -0.02 1.23
*
```

[8]
Density functional theory data (wB97M-V/def2-TZVPD) for a single C2H6N2 molecule.

The value obtained for the LUMO energy (spin up / spin down) is 0.0339 / 0.0201 Ha. For the HOMO energy (spin up / spin down), the calculation gives -8.3 / -7.8 eV. As for the frontier orbital gap (spin up / spin down): 9.21 / 8.35 eV.

```
! wB97M-V def2-TZVPD RIJCOSX def2/J DEFGRID3
* xyz 0 1
C -0.35 0.58 -0.30
C -1.61 -0.05 0.42
N 0.88 0.56 0.53
N 1.88 -0.17 0.03
H -0.41 0.24 -1.37
H -0.39 1.71 -0.37
H -2.54 0.42 0.23
H -1.47 -0.90 1.03
H 2.75 0.27 0.16
H 1.94 -0.25 -1.02
*
```

[9]
Density functional theory data (wB97M-V/def2-TZVPD) for a single C2H6N2 molecule.

The value obtained for the LUMO energy is 0.0468 Ha. For the HOMO energy, the calculation gives -9.7 eV. As for the frontier orbital gap: 11.01 eV.

```
! wB97M-V def2-TZVPD RIJCOSX def2/J DEFGRID3
* xyz 0 1
C -0.40 0.00 0.54
C 0.93 -0.03 -0.18
N -1.41 0.73 -0.21
N -1.47 -0.74 -0.08
H -0.28 0.08 1.57
H 0.88 -0.54 -1.18
H 1.82 -0.51 0.35
H 1.18 0.99 -0.32
H -2.18 1.19 0.36
H -1.13 -0.98 -1.01
*
```

[10]
Density functional theory data (wB97M-V/def2-TZVPD) for 2 unconnected molecules or ions with the total composition C2H6N2.

The value obtained for the LUMO energy is 0.0316 Ha. For the HOMO energy, the calculation gives -9.9 eV. As for the frontier orbital gap: 10.72 eV.

```
! wB97M-V def2-TZVPD RIJCOSX def2/J DEFGRID3
* xyz 0 1
C -1.61 2.44 0.34
N -0.41 2.72 0.64
H -2.47 3.11 0.06
H -1.85 1.42 0.11
H 0.07 1.88 1.03
C 0.93 -2.31 -0.21
N 2.03 -1.85 -0.59
H 0.55 -2.09 0.86
H 0.62 -3.27 -0.64
H 2.14 -2.05 -1.61
*
```